Entry 1:
27
Properties=species:S:1:pos:R:3:lowdin_charge:R:1 method="wB97M-V/def2-TZVPD" homo_lumo_gap_ev="6.804 / 6.802" multiplicity=1 homo_ha="-0.349 / -0.349" de_lowest_kcal_mol=27.3 largest_force_ev_per_a=0.95
Pt 0.542 -0.634 -0.047 1.071
F -2.625 0.816 -3.367 0.166
C -2.654 1.697 -2.380 -0.691
F -3.901 2.080 -2.155 0.167
F -1.914 2.750 -2.700 0.165
S -1.965 0.957 -0.841 0.631
O -0.608 0.561 -1.306 -0.426
O -2.005 1.941 0.185 -0.254
N -2.920 -0.266 -0.667 -0.277
S -2.453 -1.544 0.125 0.628
O -2.622 -1.486 1.537 -0.233
O -1.152 -2.006 -0.375 -0.435
C -3.604 -2.823 -0.526 -0.693
F -3.267 -3.982 0.023 0.162
F -3.502 -2.908 -1.843 0.165
F -4.845 -2.511 -0.189 0.166
Cl 0.687 1.939 2.075 0.739
C 2.169 1.200 1.612 -0.695
C 2.144 0.244 0.594 -0.383
C 3.346 -0.324 0.182 -0.700
Cl 3.255 -1.505 -1.086 0.707
C 4.553 0.002 0.783 -0.708
Cl 6.004 -0.747 0.259 0.708
C 4.558 0.943 1.812 -0.695
Cl 6.035 1.359 2.573 0.710
C 3.367 1.544 2.229 -0.702
Cl 3.378 2.703 3.493 0.709

***

Entry 2:
45
Properties=species:S:1:pos:R:3:lowdin_charge:R:1 method="wB97M-V/def2-TZVPD" homo_lumo_gap_ev=2.277 multiplicity=1 homo_ha=-0.283 largest_force_ev_per_a=3.47
O -3.982 -3.567 2.369 -0.179
Si -3.175 -4.105 1.040 0.429
O -2.905 -2.789 0.040 -0.339
Si -1.331 -2.329 -0.182 0.543
C -0.411 -3.750 -1.101 -0.348
C 0.887 -3.394 -1.793 -0.334
F 1.372 -4.560 -2.319 -0.036
C -1.444 -0.592 -1.073 -0.519
F -2.599 -0.499 -1.736 0.057
F -0.409 -0.331 -1.914 0.031
C -1.462 0.570 -0.031 -0.417
F -2.279 1.538 -0.417 0.184
F -1.920 0.077 1.140 0.108
C -0.066 1.158 0.251 -0.543
F -0.144 1.866 1.392 0.131
F 0.830 0.183 0.425 0.174
F 0.325 1.979 -0.719 0.181
H -3.347 -3.119 2.934 0.048
H -3.927 -5.151 0.348 -0.008
H -1.870 -4.660 1.459 -0.002
H -0.707 -2.216 1.142 0.048
H -0.132 -4.457 -0.322 0.069
H -1.077 -4.313 -1.752 0.027
H 0.803 -2.697 -2.628 0.058
H 1.614 -3.069 -1.068 0.126
Be -1.341 -2.707 -2.948 0.613
C 1.467 7.023 -1.833 -0.025
C 2.267 5.758 -2.035 -0.507
O 3.028 5.632 -2.962 0.075
C 2.069 4.656 -1.021 -0.027
H 1.700 7.729 -2.626 0.080
H 0.399 6.798 -1.859 0.084
H 1.714 7.472 -0.871 0.083
H 1.027 4.338 -1.016 0.070
H 2.342 5.012 -0.026 0.085
H 2.699 3.809 -1.280 0.083
C -0.359 3.645 4.765 -2.066
Cl 0.217 4.504 3.333 0.521
Cl 0.950 2.663 5.426 0.525
Cl -0.893 4.811 5.976 0.528
Cl -1.710 2.600 4.317 0.527
C 2.942 -6.376 -0.194 -0.805
O 2.051 -5.644 0.299 0.214
O 2.632 -7.562 -0.626 0.229
O 4.154 -5.933 -0.307 0.224

***

Across the entries above, E_tot takes the values -121807.0188, -110863.1923 eV, respectively.